Record 1
# C16H24BCl12F16HgN2O8S4

A molecular structure, C16H24BCl12F16HgN2O8S4 (wB97M-V/def2-TZVPD, OMol25).

Summary:
Spin multiplicity = 1
Lowest unoccupied orbital energy = -0.46 eV
Charge = -1
Strongest force on any atom = 3.36 eV/Å

Each line ends with the Mulliken charge.
Positions of all 84 atoms, in Å:
Hg (-1.35110, 2.78743, 1.35904)  2.09
Cl (-0.58514, -2.38820, -5.76535)  -0.21
Cl (3.26419, 4.13522, -4.23462)  -0.20
Cl (4.30385, -1.03976, 3.33482)  -0.12
Cl (5.81231, 4.00213, -2.15657)  -0.21
Cl (-7.03830, 0.84215, 5.51640)  -0.23
Cl (-5.58184, 1.59302, 2.64354)  -0.15
Cl (3.44094, -3.72850, -1.74779)  -0.18
Cl (4.82910, 2.03633, 2.57736)  -0.11
Cl (-1.72368, -3.72032, -2.91367)  -0.14
Cl (3.77210, -0.96642, -3.44028)  -0.16
Cl (2.76972, -6.74453, 1.62388)  -0.22
Cl (1.07070, -5.09303, 4.12256)  -0.23
S (1.06576, 0.09531, 1.80485)  -0.03
S (-3.43879, 4.10744, -1.13310)  0.83
S (-1.59207, -0.54334, 1.58802)  0.34
S (-1.00363, 3.34467, -1.70476)  0.95
F (1.37237, 0.44478, -0.77618)  0.11
F (-0.55119, 2.33908, -4.06251)  -0.23
F (-5.36129, 2.53287, -0.15902)  -0.19
F (-2.33514, 0.42661, 4.73575)  -0.38
F (-2.34243, -2.54525, 0.09002)  -0.18
F (-1.86521, 2.31548, 3.53748)  -0.24
F (-2.06520, -0.70127, -1.00382)  -0.22
F (-0.41202, 0.88636, -2.53996)  -0.08
F (-0.33941, -1.92610, -0.47071)  -0.04
F (-0.35783, 1.47643, 5.08710)  -0.36
F (-2.35741, 1.58869, -3.18865)  -0.20
F (3.19720, 0.14923, 0.26684)  -0.08
F (2.20032, 2.03829, 0.45326)  -0.15
F (-5.86206, 4.61751, -0.24784)  -0.21
F (-2.29877, 2.46254, 5.80184)  -0.33
F (-4.47387, 3.92676, 1.27142)  -0.24
O (1.31630, -1.32178, 1.81507)  -0.20
O (-2.92055, 0.03522, 1.62970)  -0.32
O (-3.17633, 5.49547, -0.85619)  -0.63
O (-3.78558, 3.76436, -2.50034)  -0.58
O (1.57369, 0.81639, 2.92722)  -0.50
O (0.14125, 3.08058, -0.84720)  -0.64
O (-1.35982, -1.53683, 2.61131)  -0.53
O (-0.93781, 4.56935, -2.44672)  -0.60
N (-2.31888, 3.07307, -0.55548)  -0.40
N (-0.54018, 0.68213, 1.46265)  0.23
C (1.58440, -4.40479, 2.55332)  0.35
C (-5.84099, -0.06106, 3.24750)  -0.23
C (-4.90873, 3.76484, 0.03512)  0.68
C (1.62615, -5.41233, 1.43586)  -0.01
C (2.71197, -2.30392, -3.96090)  -0.54
C (-1.53037, -1.51161, -0.09695)  0.35
C (2.02408, 0.73900, 0.33299)  0.31
C (-1.11740, 1.90673, -2.95582)  0.61
C (4.86809, 2.59327, -2.74787)  -0.36
C (5.74860, -0.62953, 2.38582)  -0.31
C (-2.65725, -2.83761, -4.14697)  -0.62
C (3.40013, 2.94729, -2.92650)  0.10
C (-1.89832, -1.66666, -4.74968)  0.31
C (6.13613, 0.84576, 2.59159)  -0.57
C (2.17124, -3.08943, -2.77070)  0.36
C (-5.69942, -0.10086, 4.76936)  -0.19
B (-1.71584, 1.65323, 4.81842)  0.01
H (-3.50872, -2.41648, -3.61229)  0.31
H (6.63752, 0.91308, 3.55833)  0.33
H (5.01526, 1.80357, -2.01335)  0.15
H (0.83529, -3.64970, 2.32379)  -0.36
H (6.59947, -1.26757, 2.60311)  0.43
H (2.86986, 2.05479, -3.25795)  -0.03
H (1.52648, -2.48747, -2.13527)  -0.39
H (-2.93412, -3.51895, -4.94480)  0.42
H (2.02682, -1.86112, -4.68241)  0.13
H (1.85631, -4.82275, 0.54522)  -0.09
H (-5.06229, -0.68204, 2.80497)  -0.04
H (-4.74588, 0.30249, 5.09481)  0.07
H (2.97264, 3.32542, -2.00539)  0.17
H (-1.45610, -1.03415, -3.98878)  -0.45
H (2.54967, -3.92266, 2.69258)  0.25
H (5.30814, 2.32274, -3.70384)  0.38
H (5.45167, -0.70884, 1.34055)  0.03
H (3.27582, -2.94030, -4.64671)  0.42
H (6.90967, 1.10177, 1.86707)  0.33
H (0.62005, -5.79542, 1.26750)  0.35
H (-6.79713, -0.46963, 2.92940)  0.39
H (1.52977, -3.89397, -3.13053)  0.37
H (-5.93302, -1.10420, 5.11507)  0.34
H (-2.60387, -1.09052, -5.34506)  0.39

---

Record 2
# C16H24BCl3O2Si

2 unconnected molecules or ions with the total composition C16H24BCl3O2Si (wB97M-V/def2-TZVPD, OMol25).

Summary:
Spin multiplicity = 1
Lowest unoccupied orbital energy = -2.36 eV
Charge = 0
Strongest force on any atom = 4.71 eV/Å

Each line ends with the Mulliken charge.
Positions of all 47 atoms, in Å:
Cl (0.86531, -3.09155, -0.09844)  -0.21
Cl (-0.54795, -1.25296, -2.04871)  -0.29
Cl (-2.15770, -2.80305, 0.00690)  -0.31
Si (4.74904, -2.52209, 5.64410)  0.22
O (4.69781, -1.96676, 4.05280)  -0.50
O (-0.41729, -0.82307, 0.61412)  -0.41
C (2.33898, 2.80861, 2.09920)  -0.65
C (4.67515, -4.52368, 0.63001)  -0.65
C (4.97611, -4.37941, 5.71563)  -1.01
C (1.38371, 3.11043, 3.06274)  -0.30
C (4.69205, -2.86931, 2.99980)  0.59
C (0.70875, -0.11990, 0.49104)  -0.14
C (0.22988, 2.34880, 3.16515)  -0.68
C (6.19585, -1.70605, 6.50222)  -1.01
C (3.15947, -2.04067, 6.50126)  -1.02
C (3.63240, -4.76407, 1.73478)  -0.75
C (5.87494, -2.82867, 2.06958)  -0.43
C (2.15371, 1.75525, 1.23842)  -0.39
C (0.02760, 1.29471, 2.31386)  -0.27
C (3.67312, -3.72769, 2.81280)  -0.41
C (6.02553, -4.10443, 1.22433)  -0.76
C (0.98054, 0.96821, 1.32843)  0.40
B (-0.55348, -1.92446, -0.32453)  0.57
H (5.76104, -1.95714, 1.41444)  0.28
H (-0.50957, 2.58340, 3.91396)  0.42
H (4.12060, -4.88595, 5.27979)  0.33
H (2.84258, -3.67178, 3.49512)  0.55
H (-0.86206, 0.69107, 2.37749)  0.51
H (5.86826, -4.66804, 5.16817)  0.32
H (3.80502, -5.74902, 2.18632)  0.25
H (6.07480, -0.62692, 6.48158)  0.30
H (6.78127, -2.64255, 2.65893)  0.24
H (2.89670, 1.52397, 0.49393)  0.43
H (2.62437, -4.81323, 1.30145)  0.30
H (3.23059, 3.41211, 2.03497)  0.41
H (3.17027, -2.37121, 7.53617)  0.33
H (1.53502, 3.93823, 3.73691)  0.42
H (6.26060, -2.03586, 7.53581)  0.33
H (2.31232, -2.49280, 5.99408)  0.30
H (3.04560, -0.96104, 6.47672)  0.30
H (7.11842, -1.96423, 5.98982)  0.28
H (1.39999, -0.42256, -0.27912)  0.47
H (5.08080, -4.70471, 6.74669)  0.43
H (4.31312, -3.73652, -0.04229)  0.22
H (4.79199, -5.41262, -0.00343)  0.36
H (6.42016, -4.91429, 1.85193)  0.28
H (6.76813, -3.96073, 0.42713)  0.36

---

Record 3
# C16H24Be2Cl2FN2O11

A molecular structure, C16H24Be2Cl2FN2O11 (wB97M-V/def2-TZVPD, OMol25).

Summary:
Spin multiplicity = 1
Lowest unoccupied orbital energy = -3.06 eV
Charge = -1
Strongest force on any atom = 3.05 eV/Å

Each line ends with the Mulliken charge.
Positions of all 58 atoms, in Å:
Cl (-2.42351, 2.75488, 6.25809)  -0.40
Cl (-3.58787, 4.27159, 0.84931)  1.68
F (3.17110, -5.74920, -1.05707)  -0.54
O (-1.17077, 0.34169, 1.94612)  -0.25
O (2.57128, -2.71182, -2.49256)  -0.56
O (2.64623, -2.39420, 0.26828)  -0.71
O (-3.03566, 5.42854, 0.20065)  -0.66
O (-4.70882, 4.64770, 1.67039)  -0.70
O (0.41784, -6.47113, 0.85254)  -0.65
O (-2.65652, 0.81114, 3.47066)  -0.23
O (0.63546, -6.92803, -1.90464)  -0.59
O (-2.40993, -1.29496, 2.86853)  -0.85
O (-3.99526, 3.29680, -0.13208)  -0.68
O (-2.56321, 3.67010, 1.70121)  -0.71
N (0.92836, 1.25825, -1.85964)  0.27
N (1.07864, 0.65312, 4.02793)  -0.62
C (-0.57035, -0.80770, -1.89059)  -1.36
C (0.27367, 0.20783, -1.10718)  0.27
C (0.10035, 2.33123, -2.37930)  -0.60
C (2.14271, -3.57278, -1.76510)  0.50
C (1.57233, -4.84370, -2.21762)  -0.27
C (0.76148, 1.44285, 2.85235)  -0.88
C (0.93712, -5.64240, 0.13031)  0.22
C (2.89393, 1.65818, -3.35428)  -1.64
C (-2.06548, -0.09653, 2.76394)  1.04
C (1.01028, -5.91189, -1.37537)  0.63
C (-1.64764, 1.84572, 3.75241)  -0.97
C (1.90872, 0.67358, -2.74399)  -0.13
C (-0.73795, 1.61507, 2.55313)  0.60
C (-0.72171, 2.05536, -3.64415)  -1.08
C (2.14499, -3.37941, -0.25028)  0.81
C (1.50991, -4.39187, 0.55726)  -0.65
Be (-4.32177, 1.52136, 6.51297)  0.24
Be (-1.92325, -2.66443, 2.14417)  0.37
H (-1.26295, 1.57810, 4.71663)  0.39
H (0.67896, 1.02068, 4.87741)  0.29
H (-0.57094, 2.67368, -1.58788)  0.29
H (3.66897, 1.11273, -3.89427)  0.46
H (1.15244, 0.89346, 1.99637)  0.31
H (-0.81119, -1.65842, -1.24422)  0.36
H (2.41412, 2.33344, -4.06578)  0.33
H (-1.60040, 1.44619, -3.43714)  0.25
H (-0.04152, -1.20078, -2.75899)  0.24
H (1.24134, 2.41832, 2.86585)  0.43
H (0.74674, 3.19101, -2.57668)  0.40
H (0.82965, -0.31574, 3.89671)  0.24
H (1.43648, 0.10138, -3.55833)  0.23
H (-0.35502, 0.64523, -0.32839)  -0.20
H (-0.13244, 1.56355, -4.42080)  0.27
H (3.37817, 2.25611, -2.58050)  0.34
H (-1.07941, 3.00024, -4.05763)  0.41
H (1.49103, -4.15132, 1.61406)  0.63
H (-1.94980, 2.87960, 3.71814)  0.60
H (2.47451, -0.04525, -2.14774)  0.33
H (-0.94025, 2.42084, 1.83790)  0.47
H (1.52997, -5.06341, -3.28112)  0.47
H (1.05462, -0.34301, -0.57004)  0.19
H (-1.51777, -0.38155, -2.22002)  0.35

---

Computed values of HOMO level (unit: eV) for the preceding records, in sequence: -8.36; -8.44; -4.92.
Computed values of energy relative to the best compared isomer or geometry (same formula, charge and spin) (unit: kcal/mol) for the preceding records, in sequence: 45.5; 0.0; 32.8.